No. 1
ORCA calculation (ωB97M-V with the def2-TZVPD basis set) on 6 unconnected molecules or ions with the total composition C8H27FN9O5 in a non-equilibrium geometry.

- Energy: -1289.7264 a.u.
- E_HOMO (spin up / spin down): -0.3397 / -0.3347 Ha
- LUMO (spin up / spin down): 0.1 / -5.7 eV
- Multiplicity: 2
- Maximum force: 7.6 eV Å⁻¹

Each line ends with the Löwdin spin population.
Element x y z (Å)
1 F 0.0073 0.6637 1.4005  0.397
2 C -0.3907 2.8635 -1.5598  0.000
3 O -1.0134 3.2966 -0.5301  0.007
4 N -0.3482 3.3107 -2.7945  0.000
5 N 0.4934 1.8655 -1.4620  0.003
6 H 0.3034 2.9319 -3.4669  0.000
7 H -1.0042 4.0421 -3.0285  0.000
8 H 1.1878 1.7224 -2.1814  0.000
9 H 0.5123 1.5842 -0.4921  -0.001
10 C 2.4414 -1.6335 1.9571  0.000
11 O 3.4655 -2.3435 2.1672  0.010
12 N 1.3460 -1.6477 2.6667  0.002
13 N 2.2279 -0.7747 0.9730  0.003
14 H 1.0830 -2.3371 3.3563  0.000
15 H 0.7740 -1.1215 2.0217  -0.001
16 H 1.4625 -0.1158 0.9596  -0.001
17 H 2.9521 -0.7238 0.2708  0.000
18 C 2.5024 3.3281 2.4602  0.043
19 O 1.3764 3.5409 2.7765  0.394
20 N 2.7849 2.2347 1.8571  0.016
21 N 3.4421 4.1723 2.6697  0.027
22 H 2.0126 1.5843 1.8302  -0.003
23 H 3.7450 1.9353 1.7646  0.002
24 H 4.1692 4.1449 1.9693  0.002
25 H 3.0888 5.0216 3.0868  0.000
26 C -2.2503 -0.7864 3.6280  0.008
27 O -2.4297 0.3986 3.5908  0.084
28 N -1.6220 -1.4387 2.7499  0.003
29 N -2.7869 -1.6738 4.4109  0.003
30 H -1.1136 -0.9515 2.0258  -0.002
31 H -1.6849 -2.4464 2.7723  0.000
32 H -2.4937 -2.6220 4.2235  0.000
33 H -3.5236 -1.4740 5.0723  0.000
34 C -1.9107 0.0264 -4.1134  0.000
35 C -1.1435 -1.1859 -3.5582  0.000
36 C -1.7533 -1.8323 -2.2410  0.000
37 O -1.1538 -2.9735 -1.5511  0.001
38 C -0.2072 -2.5443 -0.7155  0.001
39 N -1.1386 -2.1286 -4.6528  0.000
40 H -1.9522 0.6721 -3.2362  0.000
41 H -2.8333 -0.2006 -4.6476  0.000
42 H -1.3085 0.5962 -4.8210  0.000
43 H -0.1422 -0.8139 -3.3410  0.000
44 H -2.6768 -2.3365 -2.5256  0.000
45 H -1.9489 -1.0382 -1.5204  0.000
46 H -0.1423 -3.1864 0.1629  0.000
47 H -0.3940 -1.5768 -0.2494  0.000
48 H 0.7965 -2.6187 -1.1339  0.000
49 H -2.0471 -2.5081 -4.8779  0.000
50 H -0.7606 -2.9013 -4.1234  0.000



No. 2
ORCA calculation (ωB97M-V with the def2-TZVPD basis set) on a molecular structure, C8H28B3BrNO7P in a non-equilibrium geometry.

- Energy: -3893.1436 a.u.
- E_HOMO: -0.3398 Ha
- LUMO: -0.9 eV
- Multiplicity: 1
- Maximum force: 2.5 eV Å⁻¹

Each line ends with the Löwdin charge.
Element x y z (Å)
1 N 1.3193 0.6723 -0.8113  -0.283
2 P 2.6304 1.5446 -0.5248  0.830
3 B 2.2929 3.1743 0.4667  -0.603
4 O 2.5284 4.4708 -0.0501  0.196
5 B 3.6151 4.9417 0.7378  -0.265
6 O 3.5774 4.8162 2.1527  0.166
7 B 2.9508 3.6085 2.5247  -0.973
8 Br 3.7603 2.5696 3.9797  0.785
9 O 1.8327 3.1504 1.8067  0.182
10 H 0.5113 1.1626 -0.4394  -0.031
11 H 3.5167 0.7739 0.2793  0.012
12 H 3.3628 1.9002 -1.6940  0.013
13 H 4.5876 5.3966 0.2375  0.122
14 C 1.4310 -2.1886 2.3108  -0.082
15 C 2.5868 -1.2420 2.0496  -0.327
16 O 3.2136 -1.5346 0.8021  -0.121
17 H 1.7803 -3.2221 2.3180  0.076
18 H 0.9543 -1.9715 3.2685  0.074
19 H 0.6801 -2.1067 1.5210  0.067
20 H 3.3434 -1.3393 2.8279  0.112
21 H 2.2405 -0.2019 2.0353  0.084
22 H 2.5476 -1.4371 0.1150  0.042
23 C -2.5264 2.5653 -1.1559  -0.083
24 C -1.4392 3.5512 -1.5433  -0.319
25 O -0.7855 3.1310 -2.7371  -0.085
26 H -2.1052 1.5688 -1.0089  0.063
27 H -3.0276 2.8744 -0.2365  0.076
28 H -3.2730 2.4840 -1.9493  0.076
29 H -0.6842 3.6144 -0.7575  0.097
30 H -1.8569 4.5513 -1.6999  0.109
31 H -1.4505 3.0842 -3.4263  0.077
32 C 0.3705 -3.1212 -2.2040  -0.086
33 C -0.9376 -2.3698 -2.3666  -0.317
34 O -0.9692 -1.2188 -1.5305  -0.115
35 H 0.5093 -3.4226 -1.1643  0.069
36 H 0.3932 -4.0124 -2.8346  0.073
37 H 1.2160 -2.4827 -2.4703  0.071
38 H -1.7775 -3.0044 -2.0815  0.095
39 H -1.0802 -2.0603 -3.4077  0.111
40 H -0.2333 -0.6492 -1.7860  0.026
41 C -4.0387 -2.6268 1.7044  -0.093
42 C -3.9835 -3.7532 0.6893  -0.321
43 O -4.1639 -3.2584 -0.6339  -0.087
44 H -4.9943 -2.1045 1.6412  0.074
45 H -3.9119 -3.0067 2.7202  0.072
46 H -3.2548 -1.8915 1.5065  0.071
47 H -4.7782 -4.4749 0.8764  0.110
48 H -3.0229 -4.2770 0.7470  0.107
49 H -3.4581 -2.6284 -0.8044  0.053



No. 3
ORCA calculation (ωB97M-V with the def2-TZVPD basis set) on 7 unconnected molecules or ions with the total composition C8H28IO8 in a non-equilibrium geometry.

- Energy: -1221.1699 a.u.
- E_HOMO: -0.2011 Ha
- ΔE to the lowest compared entry with this formula, charge and spin: 2.102 eV
- LUMO: 3.0 eV
- Net charge: -1
- Multiplicity: 1
- Maximum force: 2.8 eV Å⁻¹

Each line ends with the Löwdin charge.
Element x y z (Å)
1 I -1.0689 -0.0904 0.2416  0.373
2 C -2.9475 -1.9769 -2.7535  -0.205
3 O -3.0846 -0.5801 -2.8029  -0.152
4 H -3.0937 -2.3018 -1.7233  0.057
5 H -3.7123 -2.6430 -3.1530  0.071
6 H -1.9302 -2.2719 -3.0110  0.070
7 H -2.3854 -0.2891 -2.2131  -0.060
8 C -4.2212 3.4932 -0.3787  -0.175
9 O -3.9206 2.3187 0.3701  -0.160
10 H -4.3297 3.2274 -1.4302  0.071
11 H -4.9891 4.1926 -0.0481  0.071
12 H -3.3329 4.1243 -0.4096  0.061
13 H -3.2110 1.8091 -0.0278  -0.053
14 C -0.4450 -3.8150 1.6303  -0.178
15 O -0.1655 -3.3255 0.3109  -0.202
16 H 0.0643 -3.2533 2.4134  0.051
17 H -1.4081 -3.3882 1.9103  0.063
18 H -0.3312 -4.8822 1.8206  0.072
19 H -0.6847 -2.5269 0.1916  -0.145
20 C 1.5708 2.7519 0.2129  -0.174
21 O 2.2219 3.6459 1.1093  -0.125
22 H 1.0321 1.9265 0.6784  -0.018
23 H 0.7211 3.3368 -0.1394  0.073
24 H 2.1070 2.4010 -0.6688  0.079
25 H 1.4791 4.0608 1.5540  0.077
26 C 2.7271 -0.6873 -2.4727  -0.227
27 C 1.7015 -1.0087 -3.6273  -0.214
28 O 0.3962 -0.3913 -3.4980  -0.090
29 O 2.1174 -0.8328 -1.1889  -0.122
30 H 3.0823 0.3427 -2.4410  0.102
31 H 3.5548 -1.3582 -2.7030  0.108
32 H 1.5621 -2.0884 -3.5729  0.107
33 H 2.1448 -0.8397 -4.6086  0.106
34 H 0.0917 -0.8018 -2.6854  0.012
35 H 1.3628 -0.2393 -1.1803  -0.048
36 C 1.3380 -0.0947 4.0767  -0.273
37 C 2.5325 0.1117 3.1654  -0.267
38 O 2.9506 1.4422 3.2895  -0.043
39 O 0.1915 0.4233 3.4824  -0.130
40 H 1.5800 0.2982 5.0642  0.118
41 H 0.9742 -1.1205 4.1363  0.107
42 H 2.2151 -0.2645 2.1929  0.114
43 H 3.2941 -0.6304 3.4047  0.112
44 H 2.3551 1.9337 2.7190  0.052
45 H -0.1063 -0.1381 2.7628  -0.068



No. 4
ORCA calculation (ωB97M-V with the def2-TZVPD basis set) on 8 unconnected molecules or ions with the total composition C8H28N14O10 in a non-equilibrium geometry.

- Energy: -1840.6960 a.u.
- E_HOMO: 0.0490 Ha
- ΔE to the lowest compared entry with this formula, charge and spin: 9.049 eV
- LUMO: 3.6 eV
- Net charge: -2
- Multiplicity: 1
- Maximum force: 7.5 eV Å⁻¹

Each line ends with the Löwdin charge.
Element x y z (Å)
1 C 0.1483 -0.1013 0.5708  -1.265
2 O -0.1986 0.4584 1.6062  -0.209
3 O -0.6088 -0.3363 -0.3859  -0.234
4 O 1.3714 -0.1857 0.4316  -0.233
5 C -2.9858 -4.7625 -5.5364  -0.838
6 O -3.5049 -5.2941 -6.5178  0.000
7 N -2.7246 -3.5033 -5.4357  0.173
8 N -2.7097 -5.3923 -4.4819  0.166
9 H -2.3577 -3.2449 -4.5309  0.120
10 H -2.5765 -3.0079 -6.3034  0.125
11 H -2.6765 -4.9915 -3.5555  0.127
12 H -2.9757 -6.3629 -4.5676  0.125
13 C 3.7034 -1.6673 -4.9438  -0.759
14 O 4.3171 -1.8273 -5.9710  0.012
15 N 2.6557 -0.8980 -4.7347  0.164
16 N 4.2188 -2.0943 -3.7555  0.131
17 H 2.3291 -0.4785 -5.5935  0.115
18 H 2.2090 -0.8759 -3.8292  0.122
19 H 3.8526 -1.5435 -2.9922  0.095
20 H 5.2000 -2.3283 -3.8065  0.099
21 C -1.2278 -2.2902 8.1283  -0.753
22 O -1.5035 -1.1021 8.3231  0.006
23 N -0.6776 -2.6809 6.9811  0.158
24 N -1.4508 -3.2695 8.9645  0.146
25 H -0.6567 -2.0755 6.1729  0.131
26 H -0.3813 -3.6464 6.9717  0.097
27 H -1.4862 -4.1799 8.5287  0.099
28 H -1.7830 -3.1917 9.9151  0.115
29 C 5.0286 3.1929 4.5835  -0.816
30 O 5.8588 3.9639 5.0911  -0.017
31 N 3.8097 3.5602 4.2524  0.153
32 N 5.0995 1.9586 4.4258  0.175
33 H 3.1709 2.9110 3.8158  0.118
34 H 3.5721 4.5319 4.3922  0.117
35 H 4.2961 1.5846 3.9413  0.132
36 H 6.0615 1.6549 4.4734  0.134
37 C -4.0886 5.1203 -2.9558  -0.768
38 O -4.6142 6.0775 -3.5753  -0.025
39 N -4.4068 3.8470 -2.8307  0.156
40 N -2.9842 5.2798 -2.3322  0.148
41 H -3.7801 3.2017 -2.3714  0.120
42 H -5.1847 3.5478 -3.4012  0.112
43 H -2.4602 4.6985 -1.6938  0.132
44 H -2.7451 6.2356 -2.5544  0.120
45 C 4.5562 4.5899 -1.7968  -0.803
46 O 4.7847 5.5653 -2.4736  0.023
47 N 5.3916 3.6897 -1.3838  0.159
48 N 3.3388 4.2108 -1.5231  0.155
49 H 6.3922 3.7020 -1.5210  0.114
50 H 5.1009 2.9423 -0.7699  0.113
51 H 2.6007 4.2772 -2.2092  0.122
52 H 3.2467 3.5131 -0.7987  0.111
53 C -5.3332 -3.0865 1.5717  -0.766
54 O -6.2052 -3.6384 2.2398  -0.003
55 N -5.4844 -2.0166 0.8410  0.148
56 N -4.1818 -3.5968 1.1950  0.147
57 H -4.6066 -1.6016 0.5629  0.114
58 H -6.3461 -1.4914 0.7999  0.115
59 H -3.4759 -3.1123 0.6593  0.117
60 H -3.9316 -4.4389 1.6933  0.110



No. 5
ORCA calculation (ωB97M-V with the def2-TZVPD basis set) on a molecular structure, C8H28O6 in a non-equilibrium geometry.

- Energy: -772.6178 a.u.
- E_HOMO: -0.2866 Ha
- ΔE to the lowest compared entry with this formula, charge and spin: 10.244 eV
- LUMO: -0.4 eV
- Multiplicity: 1
- Maximum force: 11.4 eV Å⁻¹

Each line ends with the Löwdin charge.
Element x y z (Å)
1 C 15.9111 -5.5815 -18.2608  -0.132
2 C 15.3848 -6.8270 -17.5478  -0.278
3 O 14.4883 -6.4197 -16.5432  -0.070
4 H 15.0786 -4.9351 -18.5386  0.011
5 H 16.4243 -5.8909 -19.1713  0.058
6 H 16.5864 -4.9202 -17.7179  0.103
7 H 16.2632 -7.3078 -17.1173  0.101
8 H 14.8906 -7.5220 -18.2267  0.118
9 H 14.9944 -6.1929 -15.7596  0.081
10 C 13.6688 -4.7283 -21.0657  -0.053
11 C 14.8325 -4.4186 -20.1289  -0.302
12 O 15.4414 -3.1870 -20.6270  -0.107
13 H 13.0253 -3.8681 -21.2502  0.071
14 H 13.0760 -5.4963 -20.5688  0.066
15 H 14.0469 -5.0457 -22.0375  0.071
16 H 15.6355 -5.1544 -20.0861  0.076
17 H 14.5559 -4.2113 -19.0952  0.091
18 H 16.3766 -3.2708 -20.4271  -0.153
19 C 18.7529 -5.8714 -21.2802  -0.046
20 C 19.2873 -5.5112 -19.8757  -0.261
21 O 18.3408 -5.7407 -18.8369  -0.111
22 H 18.0371 -6.6872 -21.1789  0.095
23 H 19.5011 -6.1368 -22.0272  0.094
24 H 18.1032 -5.0994 -21.6925  0.034
25 H 19.4931 -4.4459 -19.9797  0.087
26 H 20.2307 -6.0102 -19.6539  0.128
27 H 18.9105 -5.7036 -18.0651  0.123
28 C 18.0565 -3.1067 -22.3892  -0.075
29 C 17.6645 -1.6575 -22.1073  -0.328
30 O 16.9509 -1.0186 -23.1284  -0.037
31 H 18.5238 -3.5659 -21.5181  0.034
32 H 18.8493 -3.0607 -23.1358  0.090
33 H 17.2249 -3.6722 -22.8098  0.107
34 H 18.6066 -1.1104 -22.0731  0.106
35 H 17.2190 -1.5798 -21.1155  0.098
36 H 16.8153 -0.1073 -22.8588  0.089
37 O 18.6731 -2.6847 -19.4859  0.160
38 H 19.4198 -3.0010 -18.9773  0.129
39 H 18.9645 -1.8461 -19.8439  0.127
40 O 17.2509 -3.9639 -20.0712  -0.131
41 H 17.9345 -3.3281 -19.8596  -0.261
42 H 17.6196 -4.8081 -19.8110  -0.003